1.
This record from the Open Molecules 2025 dataset describes 2 unconnected molecules or ions with the total composition C63H79N4 at a distorted geometry. The level of theory is ωB97M-V/def2-TZVPD.

Each atom is followed by the atoms it is bonded to, with distances in Å.
Geometry (Å):
1 C 0.4868 -2.7618 -0.1110  C2 1.523, H41 1.092, H42 1.100, H43 1.098
2 C -0.8426 -2.6760 0.6268  C1 1.523, C3 1.539, C4 1.528, C5 1.569
3 C -1.8749 -3.3381 -0.3028  C2 1.539, H44 1.098, H45 1.097, H46 1.100
4 C -0.8016 -3.5415 1.8856  C2 1.528, H47 1.099, H48 1.099, H49 1.092
5 C -1.2243 -1.1925 0.9650  C2 1.569, C6 1.403, C14 1.432
6 C -2.1909 -0.5928 0.1433  C5 1.403, C7 1.389, H50 1.094
7 C -3.0122 0.4050 0.6522  C6 1.389, C8 1.389, H51 1.090
8 C -2.7312 0.9027 1.9184  C7 1.389, C9 1.399, H52 1.091
9 C -1.4910 0.6827 2.5263  C8 1.399, C10 1.572, C14 1.429
10 C -1.1437 1.7277 3.6478  C9 1.572, C11 1.515, C12 1.536, C13 1.543
11 C 0.3391 1.9936 3.8108  C10 1.515, H53 1.095, H54 1.100, H55 1.086
12 C -1.7708 1.2861 4.9782  C10 1.536, H56 1.099, H57 1.096, H58 1.099
13 C -1.7086 3.1258 3.3230  C10 1.543, H59 1.096, H60 1.099, H61 1.098
14 C -0.7237 -0.4342 2.0721  C5 1.432, C9 1.429, N15 1.453
15 N 0.5407 -0.7917 2.6926  C14 1.453, C16 1.466, C33 1.383
16 C 0.6875 -1.1774 4.0998  N15 1.466, C17 1.507, H62 1.096, H63 1.098
17 C 2.1674 -1.0749 4.3674  C16 1.507, N18 1.473, H64 1.108, H65 1.100
18 N 2.7772 -0.8776 3.0414  C17 1.473, C19 1.470, C33 1.388
19 C 4.2297 -1.0747 2.9246  N18 1.470, C20 1.432, C28 1.431
20 C 4.7533 -2.4067 2.9577  C19 1.432, C21 1.569, C25 1.395
21 C 3.9840 -3.7710 3.0586  C20 1.569, C22 1.541, C23 1.516, C24 1.538
22 C 4.7298 -4.8698 2.2774  C21 1.541, H66 1.094, H67 1.098, H68 1.097
23 C 2.5855 -3.7842 2.4744  C21 1.516, H69 1.087, H70 1.097, H71 1.101
24 C 3.9633 -4.2140 4.5310  C21 1.538, H72 1.097, H73 1.099, H74 1.099
25 C 6.1365 -2.5807 3.0009  C20 1.395, C26 1.383, H75 1.090
26 C 7.0193 -1.5323 2.8187  C25 1.383, C27 1.380, H76 1.086
27 C 6.5265 -0.2466 2.9157  C26 1.380, C28 1.397, H77 1.090
28 C 5.1571 0.0127 3.0064  C19 1.431, C27 1.397, C29 1.561
29 C 4.8742 1.5108 3.3420  C28 1.561, C30 1.539, C31 1.542, C32 1.506
30 C 5.7324 2.4479 2.4745  C29 1.539, H78 1.097, H79 1.099, H80 1.097
31 C 5.2592 1.7577 4.8149  C29 1.542, H81 1.099, H82 1.099, H83 1.099
32 C 3.4363 1.9016 3.1213  C29 1.506, H84 1.090, H85 1.101, H86 1.097
33 C 1.7824 -0.6264 2.1074  N15 1.383, N18 1.388, C34 1.398
34 C 1.8579 -0.1180 0.8070  C33 1.398, C35 1.445, H87 1.089
35 C 3.0939 0.0742 0.0845  C34 1.445, C36 1.421, C40 1.422
36 C 4.0371 -0.9834 -0.0272  C35 1.421, C37 1.387, H88 1.097
37 C 5.2889 -0.7469 -0.5757  C36 1.387, C38 1.404, H89 1.091
38 C 5.5686 0.5051 -1.1465  C37 1.404, C39 1.400, H90 1.087
39 C 4.5917 1.5064 -1.1950  C38 1.400, C40 1.394, H91 1.096
40 C 3.3502 1.2956 -0.5977  C35 1.422, C39 1.394, H92 1.093
41 H 1.3058 -2.3923 0.5091  C1 1.092
42 H 0.6927 -3.8120 -0.3641  C1 1.100
43 H 0.4796 -2.1675 -1.0347  C1 1.098
44 H -2.8931 -3.2795 0.1050  C3 1.098
45 H -1.8670 -2.9138 -1.3149  C3 1.097
46 H -1.6146 -4.4023 -0.4014  C3 1.100
47 H -1.8143 -3.7130 2.2762  C4 1.099
48 H -0.3566 -4.5143 1.6336  C4 1.099
49 H -0.2112 -3.0887 2.6847  C4 1.092
50 H -2.3746 -0.9719 -0.8666  C6 1.094
51 H -3.8786 0.7524 0.0902  C7 1.090
52 H -3.4609 1.5486 2.4092  C8 1.091
53 H 0.7796 2.3305 2.8670  C11 1.095
54 H 0.4753 2.7918 4.5549  C11 1.100
55 H 0.8841 1.1287 4.1781  C11 1.086
56 H -2.8653 1.3821 4.9526  C12 1.099
57 H -1.5453 0.2440 5.2335  C12 1.096
58 H -1.3901 1.9244 5.7882  C12 1.099
59 H -2.8026 3.1787 3.3455  C13 1.096
60 H -1.3406 3.8407 4.0725  C13 1.099
61 H -1.3645 3.4799 2.3428  C13 1.098
62 H 0.0791 -0.5361 4.7473  C16 1.096
63 H 0.3308 -2.2047 4.2514  C16 1.098
64 H 2.4251 -0.2357 5.0429  C17 1.108
65 H 2.5658 -1.9936 4.8231  C17 1.100
66 H 5.6489 -5.1906 2.7772  C22 1.094
67 H 4.0892 -5.7572 2.1940  C22 1.098
68 H 4.9757 -4.5400 1.2607  C22 1.097
69 H 1.9364 -3.0179 2.8906  C23 1.087
70 H 2.6058 -3.6784 1.3826  C23 1.097
71 H 2.1151 -4.7530 2.7052  C23 1.101
72 H 3.4824 -3.4866 5.1963  C24 1.097
73 H 3.4208 -5.1655 4.6258  C24 1.099
74 H 4.9880 -4.3711 4.8962  C24 1.099
75 H 6.5581 -3.5707 3.1761  C25 1.090
76 H 8.0777 -1.7125 2.6544  C26 1.086
77 H 7.2470 0.5694 2.9724  C27 1.090
78 H 5.6307 2.2053 1.4098  C30 1.097
79 H 5.3994 3.4852 2.6221  C30 1.099
80 H 6.7951 2.4175 2.7445  C30 1.097
81 H 4.6816 1.1155 5.4944  C31 1.099
82 H 6.3254 1.5508 4.9830  C31 1.099
83 H 5.0695 2.8043 5.0931  C31 1.099
84 H 2.7946 1.4336 3.8684  C32 1.090
85 H 3.3268 2.9926 3.2187  C32 1.101
86 H 3.0896 1.6181 2.1199  C32 1.097
87 H 0.9260 0.2030 0.3437  C34 1.089
88 H 3.7228 -1.9769 0.3151  C36 1.097
89 H 6.0253 -1.5522 -0.5914  C37 1.091
90 H 6.5256 0.6549 -1.6395  C38 1.087
91 H 4.7873 2.4473 -1.7228  C39 1.096
92 H 2.5615 2.0519 -0.6324  C40 1.093
93 C -9.1785 1.8865 -0.8334  N94 1.452, H120 1.095, H121 1.096, H122 1.101
94 N -8.8548 1.0199 -1.9523  C93 1.452, C95 1.453, C96 1.368
95 C -9.9420 0.1506 -2.3682  N94 1.453, H123 1.098, H124 1.099, H125 1.103
96 C -7.6083 0.9884 -2.5154  N94 1.368, C97 1.432, C119 1.426
97 C -7.3083 0.1775 -3.6569  C96 1.432, C98 1.389, H126 1.094
98 C -6.0102 0.0769 -4.1401  C97 1.389, C99 1.421, H127 1.090
99 C -4.9442 0.8068 -3.5480  C98 1.421, C100 1.459, C118 1.424
100 C -3.5448 0.5910 -3.9018  C99 1.459, C101 1.422, C109 1.461
101 C -3.0913 -0.6381 -4.4536  C100 1.422, C102 1.404, H128 1.106
102 C -1.8325 -0.8739 -5.0288  C101 1.404, C103 1.452, H129 1.098
103 C -1.6361 -1.7404 -6.1768  C102 1.452, C104 1.428, C108 1.424
104 C -0.4379 -1.6744 -6.9500  C103 1.428, C105 1.392, H130 1.091
105 C -0.2300 -2.5366 -8.0230  C104 1.392, C106 1.404, H131 1.093
106 C -1.1969 -3.4988 -8.3545  C105 1.404, C107 1.401, H132 1.090
107 C -2.4151 -3.5248 -7.6626  C106 1.401, C108 1.392, H133 1.090
108 C -2.6445 -2.6505 -6.6042  C103 1.424, C107 1.392, H134 1.089
109 C -2.5945 1.6799 -3.6865  C100 1.461, C110 1.412, C117 1.423
110 C -1.3311 1.4163 -3.1127  C109 1.412, C111 1.379, H135 1.090
111 C -0.4435 2.4390 -2.8539  C110 1.379, C112 1.426, H136 1.093
112 C -0.7503 3.7727 -3.2551  C111 1.426, N113 1.364, C116 1.425
113 N 0.1304 4.7767 -2.9770  C112 1.364, C114 1.449, C115 1.454
114 C 0.0303 6.0883 -3.5856  N113 1.449, H137 1.097, H138 1.101, H139 1.096
115 C 1.2625 4.5558 -2.0916  N113 1.454, H140 1.100, H141 1.105, H142 1.098
116 C -1.9784 4.0295 -3.9309  C112 1.425, C117 1.380, H143 1.097
117 C -2.9164 3.0224 -4.0320  C109 1.423, C116 1.380, H144 1.091
118 C -5.2835 1.7356 -2.5233  C99 1.424, C119 1.383, H145 1.088
119 C -6.5550 1.7880 -1.9823  C96 1.426, C118 1.383, H146 1.093
120 H -8.6680 2.8524 -0.9088  C93 1.095
121 H -10.2600 2.0656 -0.8247  C93 1.096
122 H -8.8962 1.4187 0.1229  C93 1.101
123 H -9.5783 -0.8060 -2.7652  C95 1.098
124 H -10.5806 -0.0495 -1.4960  C95 1.099
125 H -10.5584 0.6401 -3.1416  C95 1.103
126 H -8.1093 -0.4009 -4.1268  C97 1.094
127 H -5.7955 -0.5829 -4.9802  C98 1.090
128 H -3.8397 -1.4518 -4.4768  C101 1.106
129 H -0.9423 -0.3231 -4.6974  C102 1.098
130 H 0.3240 -0.9431 -6.6744  C104 1.091
131 H 0.6996 -2.4809 -8.5948  C105 1.093
132 H -0.9873 -4.2351 -9.1308  C106 1.090
133 H -3.1775 -4.2510 -7.9434  C107 1.090
134 H -3.5895 -2.6788 -6.0642  C108 1.089
135 H -1.0664 0.3977 -2.8284  C110 1.090
136 H 0.4986 2.1984 -2.3553  C111 1.093
137 H -0.4101 6.0251 -4.5879  C114 1.097
138 H -0.5927 6.7538 -2.9690  C114 1.101
139 H 1.0355 6.5174 -3.6700  C114 1.096
140 H 1.0110 3.8314 -1.3032  C115 1.100
141 H 2.1328 4.1743 -2.6549  C115 1.105
142 H 1.5344 5.5029 -1.6082  C115 1.098
143 H -2.1866 5.0323 -4.3231  C116 1.097
144 H -3.9168 3.2603 -4.3959  C117 1.091
145 H -4.5180 2.3729 -2.0863  C118 1.088
146 H -6.7438 2.4195 -1.1110  C119 1.093

Output
Kohn-Sham gap	3.842	eV
total charge	+1
LUMO energy	-4.44	eV

=====

2.
This record from the Open Molecules 2025 dataset describes 7 unconnected molecules or ions with the total composition C18H49NO7 at a distorted geometry. The level of theory is ωB97M-V/def2-TZVPD.

Each atom is followed by the atoms it is bonded to, with distances in Å.
Geometry (Å):
1 C 2.3414 -2.9676 1.0217  C2 1.511, H8 1.152, H9 1.168, H10 1.230
2 C 3.2314 -1.9606 0.3317  C1 1.511, O3 1.213, N4 1.549
3 O 4.1574 -1.4376 0.9157  C2 1.213
4 N 2.9824 -1.3346 -1.0633  C2 1.549, H5 1.011, H6 1.081, C7 1.465
5 H 2.9144 -2.0936 -1.7283  N4 1.011
6 H 2.0364 -0.8286 -0.9323  N4 1.081
7 C 3.9074 -0.2226 -1.2973  N4 1.465, H11 1.098, H12 1.108, H13 1.030
8 H 1.4574 -2.9956 0.2837  C1 1.152
9 H 1.8514 -2.5716 2.0057  C1 1.168
10 H 2.7604 -4.1236 1.0277  C1 1.230
11 H 3.5134 0.1574 -2.2493  C7 1.098
12 H 4.7884 -0.8646 -1.4943  C7 1.108
13 H 4.1924 0.3764 -0.5093  C7 1.030
14 O 0.6704 -0.5306 -0.9763  H15 0.967
15 H -0.1646 -0.4876 -0.4903  O14 0.967
16 C 0.2404 3.1654 0.8887  C17 1.501, H20 1.197, H21 1.113, H22 1.016
17 C 1.4544 2.6434 0.1777  C16 1.501, C18 1.603, O19 1.372, H23 1.100
18 C 2.6414 3.6694 0.5087  C17 1.603, H24 1.089, H25 1.113, H26 1.141
19 O 1.9524 1.4334 0.5907  C17 1.372, H27 0.891
20 H 0.2634 2.8994 2.0557  C16 1.197
21 H -0.7046 2.5984 0.7357  C16 1.113
22 H -0.0176 4.1014 0.5887  C16 1.016
23 H 1.5814 2.8184 -0.9013  C17 1.100
24 H 2.4504 4.7314 0.3627  C18 1.089
25 H 3.4934 3.2844 -0.0943  C18 1.113
26 H 3.0714 3.6474 1.5657  C18 1.141
27 H 1.6224 0.8644 -0.0103  O19 0.891
28 C -0.8036 2.5564 -2.8863  C29 1.488, H32 1.071, H33 1.013, H34 0.980
29 C 0.0464 1.6254 -3.6773  C28 1.488, C30 1.597, O31 1.386, H35 1.177
30 C 0.5804 2.2764 -5.0343  C29 1.597, H36 1.047, H37 1.060, H38 0.942
31 O 1.1764 1.1574 -3.0243  C29 1.386, H39 0.877
32 H -1.1586 2.1524 -1.9603  C28 1.071
33 H -1.6576 2.9924 -3.2133  C28 1.013
34 H -0.2176 3.3144 -2.6813  C28 0.980
35 H -0.5226 0.6284 -3.9353  C29 1.177
36 H 1.0184 3.2164 -4.8913  C30 1.047
37 H -0.2136 2.0394 -5.6953  C30 1.060
38 H 1.2984 1.8964 -5.5113  C30 0.942
39 H 0.9864 0.5084 -2.4653  O31 0.877
40 C -1.6996 -4.2606 -3.0173  C41 1.405, H44 0.905, H45 1.231, H46 1.054
41 C -1.4846 -3.0936 -2.2643  C40 1.405, C42 1.630, O43 1.480, H47 1.146
42 C -1.3606 -3.4346 -0.6753  C41 1.630, H48 1.109, H49 1.205, H50 0.993
43 O -0.1836 -2.4736 -2.6003  C41 1.480, H51 1.098
44 H -1.1846 -4.9966 -2.9053  C40 0.905
45 H -1.3166 -4.2286 -4.1863  C40 1.231
46 H -2.7196 -4.5256 -3.0183  C40 1.054
47 H -2.2366 -2.2416 -2.4143  C41 1.146
48 H -2.4076 -3.5906 -0.3433  C42 1.109
49 H -1.1126 -2.5486 0.1027  C42 1.205
50 H -0.7636 -4.2246 -0.5973  C42 0.993
51 H 0.0564 -1.5986 -1.9823  O43 1.098
52 C 0.2454 1.2324 4.2287  C53 1.533, H56 1.161, H57 0.974, H58 1.014
53 C 0.8934 -0.0426 3.6757  C52 1.533, C54 1.586, O55 1.360, H59 1.245
54 C 1.3834 -0.8756 4.9337  C53 1.586, H60 1.225, H61 0.985, H62 1.128
55 O -0.0006 -0.8186 3.0057  C53 1.360, H63 0.953
56 H -0.5376 0.9064 5.0217  C52 1.161
57 H -0.2286 1.8354 3.6277  C52 0.974
58 H 0.7514 1.9164 4.7807  C52 1.014
59 H 1.9884 0.0954 3.0987  C53 1.245
60 H 1.6934 -1.9846 4.5147  C54 1.225
61 H 0.8294 -0.9096 5.7477  C54 0.985
62 H 2.4274 -0.4676 5.0557  C54 1.128
63 H 0.0524 -0.5986 2.0797  O55 0.953
64 C -3.2006 0.1734 0.7767  C65 1.614, H68 1.109, H69 1.006, H70 1.191
65 C -4.6916 -0.0456 1.3557  C64 1.614, C66 1.541, O67 1.423, H71 1.122
66 C -4.8666 0.4354 2.8097  C65 1.541, H72 0.916, H73 1.049, H74 1.049
67 O -5.5486 0.6784 0.4797  C65 1.423, H75 0.941
68 H -2.7346 1.1794 0.7517  C64 1.109
69 H -3.1306 -0.2126 -0.1493  C64 1.006
70 H -2.6946 -0.7166 1.3847  C64 1.191
71 H -4.8686 -1.1536 1.3587  C65 1.122
72 H -4.7686 -0.1816 3.4797  C66 0.916
73 H -5.8716 0.7284 2.8697  C66 1.049
74 H -4.4346 1.3524 3.0797  C66 1.049
75 H -5.4926 0.3554 -0.4023  O67 0.941

Output
Kohn-Sham gap	9.222	eV
total charge	0
LUMO energy	0.16	eV